# 1
The following is a DFT calculation (wB97M-V/def2-TZVPD) of a molecular structure, C47H55As3OP2PbS at a distorted geometry.

XYZ file:
```
110
Properties=species:S:1:pos:R:3:forces:R:3:lowdin_charge:R:1
Pb 0.24058 0.04641 0.19505 0.4 0.3 0.6 0.8631
O -1.76394 -1.53365 4.70374 0.1 -0.1 0.4 -0.4355
S -1.12699 -0.76345 3.62601 -0.1 0.1 -1.1 0.8957
C -0.62333 0.82612 4.30732 -0.3 -1.0 0.7 -0.3755
C -0.46545 0.83483 5.69702 -0.5 -0.4 -1.0 -0.0671
C -0.31109 2.04528 6.29336 0.7 0.7 1.0 -0.0359
C -0.23217 3.22118 5.55877 0.4 -0.2 0.3 -0.0365
C -0.37770 3.19703 4.20295 -0.1 0.0 -0.8 -0.0779
C -0.63121 1.98493 3.56571 -0.3 0.2 -1.3 -0.3197
P -1.22887 1.97060 1.78956 0.1 -0.7 0.2 0.9796
C -3.03330 1.85173 1.98010 -0.1 1.3 0.3 -0.3708
C -3.66220 2.91596 2.66053 0.4 -0.8 0.4 -0.0806
C -4.91506 2.73335 3.18300 -0.6 -0.1 0.0 -0.0495
C -5.60252 1.55287 2.90988 -0.7 0.4 0.1 -0.0466
C -5.07832 0.57742 2.09177 0.4 -0.4 0.1 -0.0528
C -3.76625 0.71681 1.68255 1.6 -0.6 -0.8 -0.1235
C -0.73577 3.55142 1.05855 0.6 -0.6 0.5 -0.4033
C -1.55445 4.27650 0.22659 -0.7 -0.1 -0.4 -0.1006
C -1.05410 5.32984 -0.50645 -0.9 0.6 -0.9 -0.0614
C 0.27091 5.69452 -0.39632 -0.4 1.2 -0.2 -0.0625
C 1.07698 5.02403 0.48539 0.8 -0.5 0.4 -0.1041
C 0.60826 3.91844 1.17176 -0.3 0.1 0.0 -0.1515
C 0.50047 -1.45151 3.25968 0.7 -0.3 0.4 -0.3907
C 1.58214 -1.23414 4.13120 -1.2 0.6 0.2 -0.0462
C 2.81316 -1.76963 3.88964 0.9 -0.2 -0.4 -0.0434
C 2.98936 -2.58922 2.78205 0.5 0.0 0.3 -0.0489
C 1.93271 -2.90281 1.96349 -0.1 -0.4 -0.4 -0.0825
C 0.66936 -2.32902 2.18288 0.2 -0.7 -0.4 -0.4837
P -0.66772 -2.73666 0.98542 0.2 -0.2 -0.2 0.9760
C -1.83643 -3.64426 2.00786 -1.5 0.0 0.1 -0.4117
C -3.22437 -3.61929 1.71510 0.5 0.0 -1.3 -0.0925
C -4.11729 -4.45222 2.36011 1.2 -0.7 1.0 -0.0561
C -3.64254 -5.30283 3.37857 0.6 0.4 0.1 -0.0355
C -2.29830 -5.26535 3.76019 -1.0 0.1 -0.2 -0.0510
C -1.43183 -4.43253 3.07257 1.0 -0.4 0.7 -0.1114
C 0.06391 -4.00366 -0.15819 0.2 -0.2 -0.3 -0.3431
C -0.08074 -5.39822 0.00437 -1.6 1.0 1.9 -0.0681
C 0.39641 -6.29644 -0.90339 0.6 -0.6 -0.5 -0.0630
C 1.06812 -5.83652 -2.01746 0.9 -0.8 -0.7 -0.0584
C 1.19906 -4.48680 -2.22840 0.9 -0.1 -1.0 -0.0923
C 0.74803 -3.58627 -1.31435 -1.1 0.6 0.7 -0.1400
H -0.56402 -0.09846 6.23943 0.1 0.1 0.1 0.1255
H -0.14079 2.08976 7.35551 -0.2 0.0 0.3 0.1230
H 0.03892 4.13583 6.03852 -0.1 0.5 0.3 0.1170
H -0.30431 4.09695 3.61369 -0.1 0.2 0.1 0.1060
H -3.14309 3.79396 2.96530 0.6 0.6 -0.1 0.1053
H -5.37829 3.48761 3.82117 0.2 -0.2 -0.3 0.1254
H -6.58719 1.45615 3.33692 -0.2 -0.2 0.0 0.1170
H -5.59124 -0.34382 1.84763 -0.2 0.1 0.1 0.1161
H -3.17624 -0.07552 1.17306 -0.9 0.2 0.3 0.0870
H -2.59483 4.02616 0.10490 -0.3 -0.1 0.1 0.1041
H -1.75219 5.87758 -1.17160 0.7 -0.3 0.5 0.1313
H 0.60727 6.60083 -0.90156 0.1 -0.4 0.0 0.1256
H 2.10282 5.32684 0.63687 0.0 0.1 0.0 0.1076
H 1.28263 3.35503 1.80032 0.1 0.0 0.2 0.1100
H 1.39339 -0.61161 4.99992 0.3 -0.1 -0.1 0.1082
H 3.67926 -1.55738 4.50356 -0.2 0.1 0.2 0.1226
H 3.96830 -3.00611 2.57759 -0.1 -0.1 0.0 0.1212
H 2.12029 -3.65108 1.17502 -0.4 0.6 0.3 0.1187
H -3.59693 -3.06164 0.83046 0.3 -0.1 0.7 0.1075
H -5.13213 -4.48464 2.06601 -0.9 0.0 -0.2 0.0976
H -4.24917 -5.99252 3.94298 -0.6 0.1 -0.2 0.1104
H -1.97923 -5.87283 4.61209 0.1 0.3 -0.5 0.1226
H -0.40171 -4.45682 3.42722 0.0 0.2 -0.4 0.1209
H -0.67019 -5.76264 0.87946 0.7 0.3 -0.8 0.1211
H 0.29247 -7.35790 -0.74396 -0.1 -0.1 0.1 0.1188
H 1.60512 -6.49341 -2.72466 -0.8 0.1 0.5 0.1301
H 1.71044 -4.14071 -3.12672 -0.1 0.0 0.2 0.1092
H 0.85200 -2.55389 -1.60139 0.0 0.6 0.3 0.0568
C -2.82523 1.23269 -2.10242 -1.2 -0.8 0.2 -0.2814
As -1.10949 0.39942 -2.21197 0.3 0.5 -0.6 0.9752
C -1.72793 -1.28657 -2.89527 -1.4 0.6 0.3 -0.2686
C -0.29147 1.38526 -3.71257 0.4 -0.1 0.0 -0.2993
C 1.21374 1.26880 -4.10958 -0.2 0.8 0.7 -0.6535
C 1.34261 1.92678 -5.48241 -0.3 -0.7 -0.8 -0.0659
C 2.07877 2.19164 -3.25973 0.7 1.0 0.2 -0.3671
As 2.24973 2.06267 -1.30650 -0.1 0.1 -0.2 1.0709
C 3.50866 0.59502 -1.09263 0.6 0.3 0.1 -0.3442
C 3.51626 3.56587 -1.04609 0.5 -1.0 0.3 -0.2698
C 1.60730 -0.21174 -4.07707 1.1 0.4 -0.1 -0.3702
As 3.21997 -1.07982 -4.97128 -0.5 0.5 0.2 1.1590
C 3.17317 -0.38140 -6.80830 -0.6 -1.5 -0.3 -0.3362
C 4.70866 -0.01259 -4.29435 1.0 -0.8 0.2 -0.3594
H -3.35521 1.23758 -3.07793 0.5 0.0 0.5 0.0664
H -2.80859 2.22293 -1.68141 0.1 0.4 0.1 0.0120
H -3.38676 0.55815 -1.40935 0.2 0.7 -0.5 0.0400
H -2.35802 -1.08441 -3.77753 0.3 -0.2 0.3 0.0633
H -2.33098 -1.73978 -2.08949 0.1 0.1 -0.4 0.0428
H -0.94157 -1.93929 -3.11886 1.1 -1.0 -0.5 -0.0097
H -0.58847 2.42986 -3.55605 0.1 -0.2 -0.1 0.0914
H -0.83496 0.97741 -4.55560 -0.5 0.1 -0.3 0.0842
H 0.82771 2.87822 -5.51672 -0.2 0.3 0.1 0.0927
H 0.88211 1.28720 -6.23247 -0.1 0.0 -0.2 0.0844
H 2.37293 2.11560 -5.80142 -0.1 -0.2 0.3 0.0918
H 1.78341 3.25916 -3.43348 -0.1 -0.8 0.2 0.0986
H 3.08448 2.17033 -3.68973 0.0 -0.1 0.3 0.0583
H 4.47666 0.91442 -1.47315 0.1 0.0 0.2 0.0280
H 3.28810 -0.30526 -1.63000 -0.5 -0.4 -0.4 -0.0030
H 3.57988 0.32499 -0.04507 0.2 0.1 0.3 0.0137
H 4.46520 3.37292 -1.57470 -0.4 -0.2 0.3 0.0501
H 3.68438 3.73351 0.02008 0.2 -0.3 -0.1 0.0293
H 3.13208 4.47891 -1.41623 -0.7 0.8 -0.6 0.0054
H 0.81314 -0.75489 -4.53415 -0.8 -0.6 -0.4 0.0402
H 1.69085 -0.55863 -3.03973 -0.1 0.0 0.0 0.0178
H 2.14772 -0.26807 -7.17593 0.3 -0.1 0.1 0.0202
H 3.68628 -1.12596 -7.44261 -0.3 0.2 0.3 0.0308
H 3.70636 0.51710 -6.92737 0.5 1.3 0.0 0.0006
H 5.00562 -0.48882 -3.35088 -0.3 0.5 0.1 0.0028
H 4.65432 1.07759 -4.22148 -0.1 -0.4 -0.1 0.0188
H 5.56966 -0.30728 -4.91451 -0.3 0.4 -0.2 0.0320
```
Forces are in eV/Å.

HOMO level = -12.91 eV
Largest force on an atom = 0.053 hartree/bohr
Gap between HOMO and LUMO = 7.226 eV
Molecular weight = 1161.94 g/mol
Charge = +2
E = -268840.0554 eV

***

# 2
The following is a DFT calculation (wB97M-V/def2-TZVPD) of a molecular structure, C47H56CuN2O2P2S2.

XYZ file:
```
112
Properties=species:S:1:pos:R:3:forces:R:3:lowdin_charge:R:1
Cu -0.02135 0.03595 0.28656 -0.1 -0.3 0.1 0.0584
O -1.39807 1.78410 0.69380 0.1 0.2 0.0 -0.5562
S -2.86716 1.48234 0.70344 -0.5 0.3 -0.1 0.9632
C -3.57950 1.64155 -0.98402 0.1 0.1 0.3 -0.2934
C -3.48051 2.99768 -1.66013 0.1 0.0 0.0 -0.2096
C -2.04760 3.28507 -2.09906 -0.1 0.0 0.0 -0.2232
C -1.64647 2.43089 -3.29963 0.3 -0.2 0.2 -0.2978
S -0.06875 1.54459 -3.01804 -0.1 0.2 -0.4 1.0212
O -0.26582 0.70654 -1.78437 -0.1 0.4 -0.2 -0.5546
C 0.84308 3.04491 -2.60891 0.1 -0.3 0.1 -0.3871
C 1.31199 3.21515 -1.32405 0.0 -0.1 0.0 -0.0732
C 2.04853 4.34810 -1.00845 0.0 0.0 0.0 -0.0542
C 2.29531 5.30364 -1.98347 0.0 0.0 0.1 -0.0692
C 1.81824 5.12265 -3.27595 -0.1 0.0 0.0 -0.0652
C 1.09680 3.98379 -3.59856 0.0 0.0 -0.1 -0.0806
C -3.64733 2.92080 1.44426 0.0 -0.2 0.0 -0.3842
C -5.00149 2.85589 1.74286 0.0 -0.1 0.0 -0.0816
C -5.61834 3.94904 2.32989 0.0 0.0 0.0 -0.0645
C -4.87850 5.08648 2.62649 0.0 0.0 0.0 -0.0667
C -3.52221 5.13305 2.33555 -0.1 0.0 0.0 -0.0606
C -2.89803 4.04389 1.74414 0.1 0.0 -0.1 -0.0696
H -4.61874 1.33211 -0.84785 0.0 -0.1 0.0 0.0994
H -3.05276 0.87041 -1.54995 -0.1 -0.1 0.0 0.0637
H -3.83052 3.78416 -0.99183 -0.1 0.0 0.0 0.1097
H -4.14577 3.00179 -2.52825 0.0 0.0 0.0 0.1246
H -1.38833 3.05823 -1.26407 0.0 0.1 0.1 0.0777
H -1.92433 4.34332 -2.32953 0.0 0.0 0.0 0.1271
H -1.51064 3.01754 -4.20865 0.0 -0.1 0.0 0.0926
H -2.36897 1.64145 -3.51614 0.0 0.0 0.0 0.0915
H 1.08740 2.46022 -0.59013 0.0 -0.1 0.2 0.0770
H 2.42846 4.47957 -0.00250 0.0 0.0 0.0 0.1080
H 2.85771 6.19392 -1.73405 0.0 0.0 0.0 0.1086
H 2.00829 5.87040 -4.03453 0.0 0.0 0.0 0.1108
H 0.74348 3.82988 -4.61211 0.0 0.0 0.0 0.1147
H -5.56820 1.95875 1.51771 0.0 0.0 0.0 0.1113
H -6.67549 3.91249 2.55709 0.0 0.0 0.0 0.1115
H -5.36201 5.93798 3.08634 0.0 0.0 0.0 0.1102
H -2.94832 6.02098 2.56530 0.0 0.0 0.0 0.1108
H -1.84107 4.05712 1.50789 0.0 0.0 0.0 0.1093
N 3.14996 -0.60275 0.18258 -0.1 0.0 0.2 -0.0954
P 1.93397 -1.42127 -0.72883 0.7 0.0 -0.3 1.0965
C 2.83110 -3.03345 -0.80894 -0.2 -0.1 0.2 -0.3234
C 3.77438 -3.35408 -1.78503 0.0 0.0 0.0 -0.0749
C 4.43670 -4.57274 -1.73795 0.0 0.0 0.0 -0.0690
C 4.16731 -5.48161 -0.72535 0.0 0.0 0.0 -0.0736
C 3.24260 -5.16336 0.25874 0.0 0.0 0.0 -0.0657
C 2.58199 -3.94588 0.21451 0.0 0.2 -0.1 -0.1004
C 2.35418 -0.88890 -2.43422 -0.3 0.2 0.0 -0.4014
C 1.73738 -1.56199 -3.49028 0.0 0.1 0.0 -0.1191
C 2.06860 -1.26408 -4.80148 0.0 0.0 0.0 -0.0753
C 3.01685 -0.28389 -5.07251 0.0 0.0 0.0 -0.0808
C 3.60918 0.40970 -4.03034 0.0 0.1 0.0 -0.0762
C 3.27414 0.11323 -2.71305 0.0 0.0 0.0 -0.0982
C 2.92134 0.31688 1.17456 -0.1 0.1 0.1 -0.3644
C 3.96315 0.68743 2.04164 0.1 0.0 0.1 -0.0062
C 3.73079 1.64849 2.99547 -0.1 -0.1 -0.1 -0.0564
C 2.46482 2.22978 3.08621 0.0 0.0 0.0 -0.0613
C 1.49219 1.79329 2.21846 0.0 0.2 0.1 -0.1312
N 1.70357 0.85567 1.28162 -0.2 -0.1 -0.3 0.0587
H 4.07042 -1.01554 0.19083 0.0 0.0 0.0 0.1139
H 4.00047 -2.65892 -2.58160 0.0 0.0 0.0 0.1018
H 5.16784 -4.81049 -2.49992 0.0 0.0 0.0 0.1084
H 4.67883 -6.43495 -0.70230 0.0 0.0 0.0 0.1077
H 3.03509 -5.86402 1.05757 0.0 0.0 0.0 0.1019
H 1.87107 -3.68535 0.98899 0.3 0.0 -0.3 0.0512
H 1.01887 -2.34725 -3.27778 0.0 0.0 0.0 0.1085
H 1.59708 -1.80294 -5.61330 0.0 0.0 0.0 0.1084
H 3.30019 -0.07517 -6.09609 0.0 0.0 0.0 0.1060
H 4.33808 1.18359 -4.23690 0.0 0.0 0.0 0.1081
H 3.74908 0.64660 -1.89931 0.0 0.0 0.0 0.1002
H 4.92917 0.20649 1.95907 0.0 0.0 -0.1 0.1159
H 4.52137 1.95005 3.66976 0.0 0.0 0.0 0.1144
H 2.25300 2.99844 3.81522 -0.1 0.0 0.0 0.1061
H 0.49060 2.21013 2.23686 0.0 -0.1 0.0 0.1053
C -2.86907 -2.99846 3.50837 0.0 -0.1 0.0 -0.0784
C -2.89392 -1.69709 2.70340 0.0 0.1 -0.1 -0.6428
C -4.32773 -1.49349 2.19503 0.1 -0.1 0.0 -0.0987
C -2.51586 -0.56784 3.67667 0.0 -0.1 -0.1 -0.0902
P -1.62450 -1.69007 1.25504 0.0 -0.6 0.3 1.1709
C -0.25091 -2.51246 2.18014 0.1 0.1 -0.1 -0.3615
C 0.48633 -1.62192 2.96817 0.0 -0.1 -0.1 -0.1345
C 1.53292 -2.04622 3.76893 0.0 0.0 0.0 -0.0565
C 1.87880 -3.38993 3.78977 0.0 -0.1 0.0 -0.0656
C 1.15766 -4.28808 3.01992 -0.2 -0.1 0.3 -0.1005
C 0.09903 -3.85950 2.22801 -0.2 -0.1 0.2 -0.1226
C -2.24467 -2.91596 -0.05038 0.2 0.2 0.0 -0.6629
C -2.84103 -4.23892 0.43842 0.0 0.1 0.0 -0.0772
C -3.28808 -2.19175 -0.91557 0.0 0.1 0.1 -0.0908
C -1.04176 -3.18240 -0.96550 0.0 -0.1 0.0 -0.1160
H -3.57050 -2.90165 4.34141 0.0 0.0 0.0 0.0962
H -1.88304 -3.19960 3.92592 -0.1 0.0 0.0 0.0780
H -3.17757 -3.85781 2.91528 0.0 0.0 0.1 0.0646
H -4.99047 -1.31888 3.04659 0.0 0.0 0.0 0.0922
H -4.69020 -2.38811 1.68926 0.0 0.1 0.0 0.0649
H -4.41597 -0.64757 1.52037 0.0 0.1 0.0 0.0334
H -3.31309 -0.44981 4.41459 0.0 0.0 0.0 0.0926
H -2.37134 0.39334 3.18890 0.0 0.1 -0.1 0.0512
H -1.60224 -0.80982 4.21957 0.0 0.0 0.0 0.0715
H 0.21710 -0.57583 2.95191 0.1 0.1 0.0 0.0762
H 2.07542 -1.32973 4.37433 0.0 0.0 0.0 0.1103
H 2.69828 -3.73593 4.40609 0.0 0.0 0.0 0.1104
H 1.42212 -5.33837 3.03393 0.0 0.0 0.0 0.1127
H -0.43589 -4.60197 1.65278 0.1 0.1 0.0 0.0980
H -3.85410 -4.10058 0.81638 0.0 -0.1 0.0 0.0726
H -2.24746 -4.71348 1.21536 -0.1 -0.1 -0.1 0.0541
H -2.90231 -4.93123 -0.40490 0.0 0.0 0.0 0.0927
H -4.17483 -1.90386 -0.35517 0.0 0.0 0.0 0.0613
H -3.60769 -2.85846 -1.72030 0.0 0.0 0.0 0.0967
H -2.85346 -1.29609 -1.36572 0.0 0.0 0.0 0.0598
H -0.19613 -3.61675 -0.43131 0.0 0.0 -0.1 0.0541
H -0.71785 -2.24830 -1.42683 0.1 0.0 0.0 0.0374
H -1.33375 -3.87316 -1.76122 0.0 0.0 0.0 0.0969
```
Forces are in eV/Å.

HOMO level = -9.91 eV
Largest force on an atom = 0.016 hartree/bohr
Gap between HOMO and LUMO = 8.433 eV
Molecular weight = 870.60 g/mol
Charge = +1
E = -141607.4173 eV